Entry from the Open Molecules 2025 dataset: a single C6H11NO2 molecule at a distorted geometry (ωB97M-V/def2-TZVPD).

- electronic energy (eV) = -11984.0513
- energy relative to the best compared isomer or geometry (same formula, charge and spin) (eV) = 2.217
- E_LUMO (eV) = 0.243
- E_HOMO (eV) = -9.316
- SMILES = CC(C)(N)/C=C/C(=O)O
- 2S+1 = 1
- charge = 0

Each line ends with the natural charge from an NBO analysis.
Element x y z (Å)
C1 1.140 1.565 0.035  -0.613
C2 0.699 0.140 0.420  0.023
C3 1.908 -0.804 0.361  -0.598
N1 0.129 0.078 1.764  -0.834
C4 -2.591 -0.907 -1.002  0.745
O1 -3.720 -1.249 -0.761  -0.537
C5 -1.347 -1.200 -0.317  -0.400
C6 -0.320 -0.331 -0.598  0.029
H1 0.287 2.260 0.066  0.216
H2 1.899 1.919 0.747  0.210
H3 1.578 1.592 -0.974  0.210
H4 2.690 -0.450 1.050  0.208
H5 1.619 -1.823 0.654  0.227
H6 2.334 -0.833 -0.652  0.212
H7 0.830 0.344 2.451  0.360
H8 -1.461 -1.658 0.665  0.245
H9 -0.009 -0.216 -1.641  0.211
H10 -0.641 0.738 1.853  0.363
O2 -2.292 0.399 -1.631  -0.758
H11 -2.731 0.435 -2.489  0.480

Entry from the Open Molecules 2025 dataset: a single C6H11NO2 molecule at a distorted geometry (ωB97M-V/def2-TZVPD).

- electronic energy (eV) = -11982.1971
- energy relative to the best compared isomer or geometry (same formula, charge and spin) (eV) = 4.071
- E_LUMO (eV) = -0.023
- E_HOMO (eV) = -8.656
- 2S+1 = 1
- charge = 0

Each line ends with the natural charge from an NBO analysis.
Element x y z (Å)
C1 -0.557 -1.401 -0.139  0.200
C2 -0.648 -0.211 -1.130  -0.218
C3 0.343 2.033 -0.154  -0.702
C4 -0.546 0.844 -0.044  0.677
N1 0.366 -0.097 -2.158  -0.834
C5 0.802 -0.694 0.848  -0.351
C6 0.721 -0.773 2.168  -0.340
O1 -1.626 -1.554 0.592  -0.757
O2 -1.541 0.872 0.774  -0.642
H1 -1.861 -0.254 0.881  0.499
H2 -0.041 -2.292 -0.523  0.185
H3 -1.637 -0.180 -1.598  0.219
H4 1.288 -0.335 -1.810  0.358
H5 0.162 -0.728 -2.924  0.374
H6 1.773 -0.632 0.362  0.183
H7 0.375 2.570 0.791  0.243
H8 -0.065 2.677 -0.937  0.260
H9 1.348 1.759 -0.465  0.241
H10 1.589 -0.737 2.816  0.197
H11 -0.245 -0.867 2.652  0.206

Repeat the second record exactly.
Entry from the Open Molecules 2025 dataset: a single C6H11NO2 molecule at a distorted geometry (ωB97M-V/def2-TZVPD).

- electronic energy (eV) = -11982.1971
- energy relative to the best compared isomer or geometry (same formula, charge and spin) (eV) = 4.071
- E_LUMO (eV) = -0.023
- E_HOMO (eV) = -8.656
- 2S+1 = 1
- charge = 0

Each line ends with the natural charge from an NBO analysis.
Element x y z (Å)
C1 -0.557 -1.401 -0.139  0.200
C2 -0.648 -0.211 -1.130  -0.218
C3 0.343 2.033 -0.154  -0.702
C4 -0.546 0.844 -0.044  0.677
N1 0.366 -0.097 -2.158  -0.834
C5 0.802 -0.694 0.848  -0.351
C6 0.721 -0.773 2.168  -0.340
O1 -1.626 -1.554 0.592  -0.757
O2 -1.541 0.872 0.774  -0.642
H1 -1.861 -0.254 0.881  0.499
H2 -0.041 -2.292 -0.523  0.185
H3 -1.637 -0.180 -1.598  0.219
H4 1.288 -0.335 -1.810  0.358
H5 0.162 -0.728 -2.924  0.374
H6 1.773 -0.632 0.362  0.183
H7 0.375 2.570 0.791  0.243
H8 -0.065 2.677 -0.937  0.260
H9 1.348 1.759 -0.465  0.241
H10 1.589 -0.737 2.816  0.197
H11 -0.245 -0.867 2.652  0.206

What is the formula in the first record? C6H11NO2

Look up the E_LUMO of the second one. -0.023 eV

Please write out number 2 again, unchanged.
Entry from the Open Molecules 2025 dataset: a single C6H11NO2 molecule at a distorted geometry (ωB97M-V/def2-TZVPD).

- electronic energy (eV) = -11982.1971
- energy relative to the best compared isomer or geometry (same formula, charge and spin) (eV) = 4.071
- E_LUMO (eV) = -0.023
- E_HOMO (eV) = -8.656
- 2S+1 = 1
- charge = 0

Each line ends with the natural charge from an NBO analysis.
Element x y z (Å)
C1 -0.557 -1.401 -0.139  0.200
C2 -0.648 -0.211 -1.130  -0.218
C3 0.343 2.033 -0.154  -0.702
C4 -0.546 0.844 -0.044  0.677
N1 0.366 -0.097 -2.158  -0.834
C5 0.802 -0.694 0.848  -0.351
C6 0.721 -0.773 2.168  -0.340
O1 -1.626 -1.554 0.592  -0.757
O2 -1.541 0.872 0.774  -0.642
H1 -1.861 -0.254 0.881  0.499
H2 -0.041 -2.292 -0.523  0.185
H3 -1.637 -0.180 -1.598  0.219
H4 1.288 -0.335 -1.810  0.358
H5 0.162 -0.728 -2.924  0.374
H6 1.773 -0.632 0.362  0.183
H7 0.375 2.570 0.791  0.243
H8 -0.065 2.677 -0.937  0.260
H9 1.348 1.759 -0.465  0.241
H10 1.589 -0.737 2.816  0.197
H11 -0.245 -0.867 2.652  0.206